C3H9I3Si2 | ωB97M-V/def2-TZVPD

Output
Largest force on an atom in eV/Å: 2.552
HOMO in Ha: -0.2433
ΔE to the lowest compared entry with this formula, charge and spin in kcal per mole: 161.63

XYZ file:
```
17
Properties=species:S:1:pos:R:3:forces:R:3
C -0.161 -2.191 1.308 0.50 1.98 1.04
C -1.430 3.231 0.299 1.12 -0.40 -0.20
C -0.950 -1.218 -1.580 -1.73 0.47 -0.18
Si -0.218 -0.741 0.046 0.77 -0.03 0.95
Si 2.051 0.183 0.177 -0.19 0.37 -0.17
I 4.001 -1.348 -0.386 -0.64 0.45 0.42
I 2.150 1.937 -1.545 -0.01 -0.08 -0.24
I 2.356 1.679 2.220 -0.16 -0.93 -0.55
H -1.159 -2.623 1.386 0.01 0.09 0.42
H 0.562 -3.006 1.180 -0.01 0.36 -0.28
H 0.160 -1.569 2.251 -0.83 -1.56 -1.27
H -1.149 2.235 0.428 -0.68 -1.98 1.46
H -2.305 3.786 0.259 -1.73 0.24 0.09
H -0.596 3.628 -0.158 1.57 1.62 -1.07
H -0.187 -1.357 -2.275 1.60 -0.27 -1.36
H -1.503 -2.156 -1.563 -0.01 -0.07 0.36
H -1.622 -0.468 -2.047 0.43 -0.25 0.57
```
Positions in Å, forces in eV/Å.